# 1
{"formula": "C6H17NOP", "method": "ωB97M-V with the def2-TZVPD basis set", "energy_ev": -19321.4139, "homo_ev": -3.15, "max_force_ha_per_bohr": 0.0181, "homo_lumo_gap_ev": 6.63, "total_charge": -1, "elements": ["C", "C", "N", "C", "C", "P", "C", "C", "O", "H", "H", "H", "H", "H", "H", "H", "H", "H", "H", "H", "H", "H", "H", "H", "H", "H"], "positions_angstrom": [[2.08988, -0.29137, 1.82729], [0.69186, -0.39293, 1.19113], [0.72337, -0.84205, -0.19931], [-0.53065, -1.48028, -0.68239], [-1.81258, -0.96879, -0.03880], [-2.34508, 0.84042, -0.45525], [1.37939, -0.07539, -1.14056], [1.94961, 1.27701, -0.76518], [1.53190, -0.48048, -2.28258], [2.06146, -0.59402, 2.87755], [2.80251, -0.91459, 1.27841], [2.46875, 0.73490, 1.80227], [0.14536, 0.55414, 1.29411], [0.13416, -1.15888, 1.73457], [-0.43468, -2.56617, -0.52274], [-0.57263, -1.33008, -1.76472], [-1.82475, -1.13656, 1.04826], [-2.62723, -1.58335, -0.45066], [-0.92440, 1.26952, -0.55083], [-2.30748, 0.46360, -1.89724], [-3.77522, 0.42683, -0.37825], [-2.37515, 1.20451, 0.99289], [-2.76382, 2.21232, -0.80890], [1.44004, 1.75438, 0.07094], [1.86135, 1.90508, -1.65291], [3.01404, 1.17219, -0.52711]], "mulliken_charge": [-1.3230, -0.4784, 0.1509, -0.7773, -1.2135, -0.2587, 0.7897, -1.2426, -0.6834, 0.3890, 0.3388, 0.2816, 0.3055, 0.4661, 0.2286, 0.4351, 0.3889, 0.5032, -0.3111, -0.0479, 0.0333, -0.0613, 0.0732, 0.3632, 0.3318, 0.3183]}


# 2
{"formula": "C38H107N7O17", "method": "ωB97M-V with the def2-TZVPD basis set", "smiles": "COC[C@H](C)N.COC[C@H](C)N.COC[C@H](C)N.COC[C@H](C)N.COC[C@H](C)N.COC[C@H](C)N.COC[C@H](C)N.OCCO.OCCO.OCCO.OCCO.OCCO", "energy_ev": -86367.7312, "homo_ev": -8.63, "max_force_ha_per_bohr": 0.0850, "de_lowest_kj_mol": 577.3, "homo_lumo_gap_ev": 8.85, "total_charge": 0, "elements": ["C", "O", "C", "C", "C", "N", "H", "H", "H", "H", "H", "H", "H", "H", "H", "H", "H", "C", "O", "C", "C", "C", "N", "H", "H", "H", "H", "H", "H", "H", "H", "H", "H", "H", "C", "O", "C", "C", "C", "N", "H", "H", "H", "H", "H", "H", "H", "H", "H", "H", "H", "C", "O", "C", "C", "C", "N", "H", "H", "H", "H", "H", "H", "H", "H", "H", "H", "H", "C", "O", "C", "C", "C", "N", "H", "H", "H", "H", "H", "H", "H", "H", "H", "H", "H", "C", "O", "C", "C", "C", "N", "H", "H", "H", "H", "H", "H", "H", "H", "H", "H", "H", "C", "O", "C", "C", "C", "N", "H", "H", "H", "H", "H", "H", "H", "H", "H", "H", "H", "O", "C", "C", "O", "H", "H", "H", "H", "H", "H", "O", "C", "C", "O", "H", "H", "H", "H", "H", "H", "O", "C", "C", "O", "H", "H", "H", "H", "H", "H", "O", "C", "C", "O", "H", "H", "H", "H", "H", "H", "O", "C", "C", "O", "H", "H", "H", "H", "H", "H"], "positions_angstrom": [[4.80693, -10.43886, 14.12173], [6.18922, -9.95654, 14.06045], [6.92717, -10.93697, 13.32359], [8.47087, -10.48729, 13.14333], [8.52389, -9.16477, 12.46548], [9.17264, -11.46232, 12.29026], [4.69346, -11.40927, 14.60498], [4.36989, -10.61720, 13.13924], [4.26943, -9.59366, 14.55167], [7.06338, -11.90017, 13.81531], [6.60656, -11.04396, 12.28731], [9.03103, -10.31797, 14.06292], [8.19868, -8.30696, 13.05412], [8.23564, -9.22761, 11.41616], [9.57822, -9.08685, 12.20013], [9.39751, -11.21476, 11.33723], [8.52686, -12.23541, 12.21679], [8.23386, -8.33705, 16.52474], [8.47776, -9.57325, 17.26665], [9.26238, -10.55125, 16.75483], [9.79972, -11.32913, 17.94347], [10.81072, -12.36966, 17.41969], [8.72101, -12.05003, 18.63839], [7.52000, -8.53691, 15.72564], [9.17881, -7.94141, 16.15239], [7.73158, -7.55607, 17.09560], [8.91763, -11.28408, 16.02530], [10.07749, -10.11028, 16.18103], [10.35826, -10.70328, 18.63949], [11.72577, -11.91507, 17.04002], [10.48496, -12.94384, 16.55233], [11.00170, -13.11229, 18.19437], [7.91931, -11.47128, 18.84440], [9.02371, -12.43951, 19.51974], [7.76888, -5.91724, 9.48054], [7.16145, -5.89058, 10.68219], [5.66056, -6.21595, 10.57535], [5.09842, -5.78636, 11.95987], [5.77459, -6.34244, 13.22809], [3.69936, -5.97332, 12.00511], [8.82083, -5.63946, 9.54637], [7.47863, -4.98630, 8.99350], [7.55910, -6.83297, 8.92778], [5.19911, -5.49141, 9.90438], [5.41895, -7.27598, 10.65326], [5.24306, -4.70610, 11.94515], [5.26410, -5.94121, 14.10360], [6.81948, -6.07703, 13.38893], [5.70019, -7.42859, 13.28137], [3.28781, -5.48416, 12.78706], [3.68261, -6.95432, 12.24481], [1.82340, -13.13720, 19.12039], [2.43538, -12.41375, 18.06623], [1.89019, -12.26228, 16.77333], [1.41055, -13.69819, 16.25301], [2.49986, -14.81282, 16.09231], [0.67665, -13.46773, 15.00163], [2.29020, -12.84661, 20.06153], [2.02033, -14.20271, 19.00211], [0.75485, -13.02802, 19.30582], [1.00241, -11.64929, 16.92888], [2.53072, -11.77453, 16.03854], [0.71932, -14.03056, 17.02750], [3.25990, -14.46511, 15.39264], [1.98688, -15.75954, 15.92302], [3.05607, -14.84370, 17.02920], [1.10520, -12.96569, 14.23716], [0.39726, -14.36342, 14.62776], [-4.34283, -8.51520, 18.51183], [-3.15959, -9.21942, 18.67760], [-2.00810, -8.43686, 18.38498], [-0.69312, -9.18836, 18.70663], [-0.80347, -10.15258, 19.92362], [0.46743, -8.31474, 18.89844], [-5.14834, -9.19865, 18.24326], [-4.33327, -7.81675, 17.67506], [-4.52029, -7.84479, 19.35276], [-1.87147, -8.05353, 17.37379], [-2.12399, -7.53897, 18.99199], [-0.28423, -9.65269, 17.80924], [-1.09541, -9.65902, 20.85058], [0.07305, -10.76850, 20.12478], [-1.63754, -10.85184, 19.86481], [0.80705, -8.46942, 19.83697], [0.07466, -7.39007, 19.00248], [-1.45835, -5.51649, 21.95201], [-0.57861, -5.16998, 20.90673], [0.43740, -4.20006, 21.21132], [1.15288, -3.86115, 19.89995], [1.81772, -5.15398, 19.29765], [2.18580, -2.90685, 20.12299], [-0.97680, -5.85733, 22.86855], [-2.38720, -5.98664, 21.62905], [-1.82768, -4.58460, 22.38011], [0.05979, -3.37478, 21.81499], [1.11957, -4.76143, 21.84977], [0.43037, -3.51158, 19.16247], [2.47460, -4.77114, 18.51660], [1.05841, -5.78877, 18.84093], [2.41774, -5.55893, 20.11257], [1.79694, -1.97473, 20.13038], [2.69060, -2.92292, 19.24833], [3.52400, 0.48717, 12.68294], [3.88308, -0.65315, 11.84664], [3.16418, -1.85220, 12.17568], [3.17863, -2.46051, 13.62440], [4.43656, -2.45951, 14.43050], [2.61330, -3.77931, 13.74329], [3.77156, 0.27378, 13.72279], [2.46856, 0.75799, 12.71133], [4.19704, 1.28948, 12.38058], [2.16560, -1.88474, 11.73991], [3.71778, -2.53710, 11.53340], [2.56726, -1.70031, 14.11063], [4.35153, -3.05472, 15.33967], [4.78939, -1.46503, 14.70367], [5.30882, -2.89293, 13.94121], [2.27479, -4.05762, 14.65326], [1.75890, -3.99025, 13.24771], [3.55813, -6.01214, 16.70673], [3.98472, -7.25333, 16.22914], [3.24210, -8.40735, 16.97465], [1.85425, -8.26116, 16.65354], [2.63675, -5.86656, 16.47986], [3.73259, -7.50167, 15.19819], [5.05737, -7.33381, 16.40535], [3.21460, -8.17431, 18.03910], [3.54848, -9.45340, 16.97609], [1.25934, -8.25798, 17.40698], [5.32850, -12.05648, 18.48340], [5.47692, -10.65190, 18.83813], [4.28168, -10.21081, 19.77703], [4.45989, -10.45002, 21.16094], [4.41128, -12.32728, 18.39985], [6.42896, -10.57098, 19.36270], [5.56623, -9.92613, 18.02981], [3.28551, -10.58053, 19.53402], [4.17448, -9.13451, 19.64218], [4.53032, -11.40387, 21.24338], [-0.25198, -3.05789, 14.17359], [-1.02928, -4.17113, 14.48765], [-0.55683, -4.85030, 15.84282], [0.63074, -5.48995, 15.67787], [0.25699, -2.82153, 14.95249], [-2.04546, -3.78613, 14.57283], [-1.03964, -5.02113, 13.80538], [-1.22040, -5.59019, 16.29042], [-0.52830, -4.02443, 16.55361], [0.54109, -6.37716, 15.32231], [0.47093, -10.74071, 11.50171], [0.49703, -9.37819, 11.98216], [1.16317, -9.42205, 13.37193], [1.00648, -8.27511, 14.16922], [1.27633, -10.78742, 10.98138], [1.05481, -8.72740, 11.30876], [-0.51518, -9.00234, 12.13138], [2.21472, -9.70897, 13.37618], [0.73040, -10.23250, 13.95842], [1.26048, -8.38067, 15.08897], [6.04899, -4.97839, 18.13534], [5.78040, -4.86599, 19.52100], [6.99373, -4.40638, 20.44156], [8.15532, -5.18384, 20.49280], [5.24144, -5.34195, 17.76481], [4.98474, -4.17973, 19.81097], [5.48632, -5.84173, 19.90771], [6.68252, -4.27221, 21.47753], [7.28346, -3.41714, 20.08722], [8.53536, -5.24611, 19.61343]], "mulliken_charge": [-0.6595, 0.1380, -0.9532, 1.3055, -1.8012, -0.6903, 0.6252, 0.7157, -0.7564, 0.3586, 0.3499, -0.2696, 0.0929, 0.4070, 0.6347, 0.2456, 0.2736, -0.3469, -0.2760, -0.7543, 0.5969, -1.6289, -0.6684, -0.1466, 0.4590, 0.2257, 0.0608, 0.6017, 0.2697, 0.4097, 0.3436, 0.3825, 0.1228, 0.2557, -0.9218, -0.3253, -1.0591, 0.5786, -0.4917, -0.4824, 0.2727, 0.3779, 0.3082, 0.4441, 0.3620, 0.2314, -0.1904, 0.4970, 0.0755, 0.1897, 0.1718, -1.1311, 0.2717, 0.1898, 0.3281, -1.3957, -0.5821, 0.2576, 0.3154, 0.3659, -0.2879, -0.1106, 0.2614, 0.2618, 0.4365, 0.3148, 0.1627, 0.2618, -0.8033, -0.3965, -0.7910, 1.6557, -1.8466, -0.4336, 0.3142, 0.3157, 0.2893, 0.4365, 0.2987, -0.6072, 0.4030, 0.3977, 0.4615, 0.3027, -0.2353, -1.0454, -0.1405, -0.9946, 0.6443, -0.0288, -0.6796, 0.4052, 0.2482, 0.4099, 0.4388, 0.3735, 0.1106, -0.1736, -0.4943, 0.3736, 0.3151, 0.2319, -0.6457, -0.3710, -0.8422, 0.7484, -1.2739, 0.2923, 0.2137, 0.2856, 0.2986, 0.4443, 0.1840, 0.3499, 0.2330, 0.2929, 0.1521, -0.6239, 0.3089, 0.4714, -0.1451, 0.2872, 2.5390, -0.7129, -0.1597, 0.0794, -0.5131, 0.0169, -0.6363, -0.5495, 0.1856, 0.3419, -0.6673, 0.3116, 0.5158, -0.2178, -0.1082, 0.0265, 0.3598, -0.4534, -0.4925, -0.5863, -0.0107, 0.2381, 0.4099, 0.3037, 0.2128, 0.3665, -0.1887, -0.5654, -0.7913, 0.8292, -0.6104, 0.3339, 0.3649, 0.3156, -0.5927, 0.1977, -0.1477, -0.6349, 0.3022, -0.8054, -0.5391, 0.1866, 0.1498, 0.0612, 0.3584, 0.3652, 0.3130]}


# 3
{"formula": "C11H18", "method": "ωB97M-V with the def2-TZVPD basis set", "smiles": "Cc1ccccc1.CC(C)C", "energy_ev": -11698.3879, "homo_ev": -8.97, "max_force_ha_per_bohr": 0.0334, "de_lowest_kj_mol": 86.1, "homo_lumo_gap_ev": 9.95, "total_charge": 0, "elements": ["C", "C", "C", "C", "C", "C", "C", "H", "H", "H", "H", "H", "H", "H", "H", "C", "C", "C", "C", "H", "H", "H", "H", "H", "H", "H", "H", "H", "H"], "positions_angstrom": [[-0.67753, 1.63518, 1.05696], [0.38612, 2.08641, 0.10997], [1.72879, 1.82192, 0.41253], [2.67490, 1.75755, -0.60817], [2.32382, 2.15761, -1.88458], [1.04557, 2.61332, -2.16032], [0.05295, 2.40665, -1.19917], [-1.58283, 2.25288, 1.05381], [-0.35037, 1.54261, 2.09374], [-1.08940, 0.67052, 0.79124], [1.96084, 1.72374, 1.46664], [3.68980, 1.60763, -0.26019], [3.03051, 2.10214, -2.70490], [0.70084, 3.03165, -3.09679], [-0.99772, 2.44891, -1.46469], [-1.82524, -2.73010, 1.45736], [-0.87452, -1.76197, 0.71562], [0.52299, -2.32497, 0.52861], [-1.48799, -1.48315, -0.67018], [-2.26227, -3.44342, 0.75150], [-2.69848, -2.21613, 1.85323], [-1.23971, -3.25396, 2.20552], [-0.86483, -0.85971, 1.30106], [0.47713, -3.20792, -0.10781], [1.19460, -1.60529, 0.05572], [1.01267, -2.54957, 1.47292], [-2.56446, -1.63583, -0.67694], [-1.13117, -0.54542, -1.10230], [-1.15503, -2.24130, -1.39038]], "mulliken_charge": [-1.3206, 0.9014, -0.4194, -0.6335, -0.3253, -0.6070, -0.3094, 0.4405, 0.4188, 0.0247, 0.3670, 0.3709, 0.3783, 0.3607, 0.3582, -1.6579, 1.2609, -1.5567, -1.3395, 0.3617, 0.3743, 0.3970, -0.0234, 0.3809, 0.3083, 0.4051, 0.4017, 0.2639, 0.4187]}


# 4
{"formula": "C5H7NO", "method": "ωB97M-V with the def2-TZVPD basis set", "energy_ev": -8831.2944, "homo_ev": [-9.16, -9.16], "max_force_ha_per_bohr": 0.1438, "de_lowest_kj_mol": 473.6, "homo_lumo_gap_ev": [8.59, 8.59], "total_charge": 0, "elements": ["C", "C", "C", "C", "O", "C", "N", "H", "H", "H", "H", "H", "H", "H"], "positions_angstrom": [[-1.35852, -1.29167, 0.11113], [-0.36676, -0.19306, 0.49290], [0.93175, -0.15322, -0.47845], [1.69210, 1.13932, -0.34624], [1.07710, 2.30531, -0.69924], [-0.87068, 1.16612, 0.36436], [-0.43094, 2.17921, -0.02309], [-2.23722, -1.26537, 0.76609], [-0.89478, -2.27720, 0.20130], [-1.70109, -1.16235, -0.91977], [-0.05535, -0.32437, 1.53722], [1.55595, -1.00664, -0.18744], [0.55177, -0.33076, -1.48604], [2.10668, 1.21471, 0.66724]], "mulliken_charge": [-1.3565, 0.5042, -0.6891, -0.1531, -0.2813, 0.0337, -0.3363, 0.3685, 0.3441, 0.3499, 0.2407, 0.3394, 0.3677, 0.2681]}